Entry 1:
H24O12 | wB97M-V/def2-TZVPD

Calculated values
* ΔE to the lowest compared entry with this formula, charge and spin: 121.7 kcal per mole
* HOMO-LUMO gap: 10.23 eV
* LUMO energy: -0.6 eV
* energy: -917.131355 Ha
* charge: 0

Structure (XYZ):
```
36
Properties=species:S:1:pos:R:3:forces:R:3:nbo_charge:R:1
O -1.306703 -2.424875 0.587218 0.1 0.9 1.2 -0.9451
O 3.334557 2.033433 -1.015122 0.0 0.2 0.0 -0.9465
O 0.633844 0.164830 1.179582 -3.1 3.8 -0.4 -0.9487
O 5.031832 -0.254699 0.711856 -0.1 0.0 0.0 -0.9344
O -1.528601 -3.328809 -1.669528 0.2 -0.3 -0.9 -0.9455
O 1.746874 -1.496439 1.529860 2.8 -3.4 0.8 -0.9734
O -3.613893 1.739589 2.161259 0.2 -0.1 0.1 -0.9493
O 2.906149 -3.188369 -0.489248 0.1 0.1 -0.3 -0.9392
O -2.156846 0.247878 -2.325516 0.1 -0.1 0.3 -0.9235
O -1.154485 3.344351 -0.108199 -2.1 -2.6 1.8 -0.9200
O 0.010136 4.771744 -0.884379 2.5 2.3 -1.3 -0.9189
O -4.186066 -1.964883 -0.001492 0.0 0.4 0.1 -0.9343
H -2.644347 0.464966 -1.522892 0.0 0.2 -0.1 0.4607
H 2.744528 -2.760275 -1.337543 0.1 -0.1 0.0 0.4608
H 0.712429 5.321424 -1.249928 0.2 0.3 -0.1 0.4415
H -0.823971 -2.797929 -2.057667 -0.2 -0.1 -0.2 0.4512
H -3.142127 1.785351 3.000504 -0.1 0.1 0.0 0.4692
H 4.263618 -0.786783 0.947918 0.2 0.0 0.0 0.4589
H 2.979732 -2.455859 0.132849 -0.3 -0.2 0.2 0.4715
H 0.306271 0.973790 1.588568 -0.2 0.4 -0.2 0.4707
H 5.111438 -0.368008 -0.241986 0.0 0.0 0.0 0.4748
H -0.611767 2.548980 -0.151008 -0.1 -0.1 -0.2 0.4566
H 3.047672 2.663311 -1.685897 -0.1 -0.1 0.0 0.4716
H -1.203149 -1.478253 0.736123 0.0 0.0 0.0 0.4604
H 0.384472 4.426476 -0.066056 -0.2 0.3 -0.2 0.4702
H 1.876851 -1.539573 2.483923 0.2 -0.3 0.0 0.4746
H 0.140732 -0.536731 1.619632 0.4 0.1 0.0 0.4851
H -4.185053 0.968891 2.255024 -0.1 0.0 -0.1 0.4808
H -3.267419 -2.170108 0.205780 -0.1 -0.2 0.1 0.4710
H -1.915349 -2.752365 -1.000852 0.0 -0.3 -0.4 0.4724
H -4.140532 -1.113304 -0.450636 -0.1 -0.2 -0.1 0.4579
H -1.844557 3.123456 0.527408 -0.3 -0.3 0.1 0.4701
H 4.115881 2.443451 -0.627298 0.0 -0.1 0.1 0.4751
H -0.455053 -2.700615 0.229938 0.1 -0.3 0.0 0.5108
H 2.053469 -0.614418 1.291054 -0.1 -0.2 0.1 0.4992
H -1.238148 0.204131 -2.037296 0.0 0.1 -0.1 0.4639
```
Forces are in eV/Å.

Entry 2:
C3H8NO2 | wB97M-V/def2-TZVPD

Calculated values
* ΔE to the lowest compared entry with this formula, charge and spin: 103.5 kcal per mole
* HOMO-LUMO gap: 9.11 eV
* LUMO energy: -3.6 eV
* energy: -323.962399 Ha
* charge: +1

Structure (XYZ):
```
14
Properties=species:S:1:pos:R:3:forces:R:3:nbo_charge:R:1
O 0.702044 -1.782989 0.155750 0.6 0.7 0.1 -0.4034
O 0.357961 0.439243 -0.502472 0.4 -0.5 -0.2 -0.5187
N -0.344030 2.332596 0.751340 0.1 0.0 -0.2 -0.7087
C 0.140140 -2.338127 -1.034667 -0.5 -0.5 -0.9 -0.2776
C -0.622089 0.899809 0.468205 1.4 -1.8 0.5 -0.1363
C 0.839904 -0.525105 0.320860 -2.2 1.4 1.1 0.6500
H -1.621833 0.667464 0.152628 -0.1 0.3 -0.2 0.2008
H 0.033706 2.461776 1.700550 -0.1 0.1 -0.4 0.4413
H 0.907290 -2.388695 -1.807670 0.0 0.1 0.1 0.2191
H 0.354042 2.662615 0.065227 -0.2 0.1 0.2 0.4426
H 1.331371 -0.234511 1.243417 0.3 -0.1 -0.3 0.2034
H -0.703129 -1.746673 -1.391753 0.1 0.0 0.1 0.2091
H -0.180436 -3.347289 -0.778263 0.1 0.2 0.1 0.2321
H -1.194941 2.899886 0.656849 0.2 0.0 0.1 0.4463
```
Forces are in eV/Å.

Entry 3:
C5H6O4Pb | wB97M-V/def2-TZVPD

Calculated values
* ΔE to the lowest compared entry with this formula, charge and spin: 99.1 kcal per mole
* HOMO-LUMO gap: 6.90 eV
* LUMO energy: -10.1 eV
* energy: -687.025051 Ha
* charge: +2

Structure (XYZ):
```
16
Properties=species:S:1:pos:R:3:forces:R:3:nbo_charge:R:1
Pb -0.529599 1.682731 0.176835 -2.7 3.7 -1.3 1.7499
O -2.170795 0.994500 1.313610 -2.2 0.0 1.2 -0.7125
O 2.651021 -0.677200 -0.032914 -1.0 0.8 0.3 -0.4225
O 1.489788 1.279575 -0.234524 3.4 0.2 -0.5 -0.8158
O 0.392172 -0.467191 0.182731 -0.5 0.2 0.3 -0.6275
C -2.107077 -1.327462 2.061968 -0.4 0.4 0.5 -0.6820
C -1.160144 -2.253981 0.292741 0.9 0.3 0.7 -0.1094
C 1.655704 -0.044631 0.007011 2.3 -2.3 -0.7 0.9725
C -2.369243 -0.076621 1.798979 1.3 -2.2 0.1 0.7227
C 0.134918 -1.795519 0.690041 -1.2 -0.7 0.9 -0.2090
H -1.688295 -1.799698 -0.547389 -0.4 -0.2 0.5 0.2433
H 0.991190 -2.445043 0.509715 0.0 0.0 0.5 0.2996
H 2.283695 1.751002 -0.531814 0.6 0.0 0.0 0.5916
H -2.683574 -1.851841 2.825134 0.3 -0.6 -0.3 0.3378
H -1.323169 -3.299545 0.561831 -0.4 0.3 -0.2 0.2854
H -0.555485 -1.551506 2.158814 -0.1 0.2 -1.7 0.3758
```
Forces are in eV/Å.

Entry 4:
C4H7O2P | wB97M-V/def2-TZVPD

Calculated values
* ΔE to the lowest compared entry with this formula, charge and spin: 26.7 kcal per mole
* HOMO-LUMO gap: 11.04 eV
* LUMO energy: 0.4 eV
* energy: -648.420046 Ha
* charge: 0

Structure (XYZ):
```
14
Properties=species:S:1:pos:R:3:forces:R:3:nbo_charge:R:1
P -1.342892 -0.656181 -0.327218 -1.8 -1.4 0.5 2.2310
O -0.781481 -1.985914 -0.588179 0.0 0.4 0.5 -1.0378
O -2.591351 -0.132852 -0.893906 0.4 0.2 0.4 -1.0340
C 0.934731 0.010933 0.868908 -2.8 1.0 1.9 -0.4574
C -0.631681 0.185760 1.128627 0.7 -0.6 1.6 -0.8315
C 1.251742 0.217732 -0.528705 -1.1 0.6 0.4 -0.0820
C 0.331984 0.554084 -1.402091 3.4 0.4 -3.1 -0.4522
H 0.624119 0.680498 -2.485324 -0.9 -0.5 1.3 0.2489
H -0.608014 0.816891 -1.094554 -2.0 2.1 -0.1 0.1822
H -0.878847 1.250986 1.383976 -0.2 -1.0 -1.0 0.2628
H 1.089031 -1.011394 1.029908 0.8 -1.6 0.7 0.2433
H 2.158091 -0.164182 -0.820423 2.3 -0.3 -0.9 0.2127
H -0.949360 -0.399191 2.080768 0.6 0.7 -1.7 0.2716
H 1.393928 0.632831 1.648214 0.6 -0.2 -0.6 0.2424
```
Forces are in eV/Å.